Entry 1:
23
Properties=species:S:1:pos:R:3 method="wB97M-V/def2-TZVPD" homo_lumo_gap_ha=0.2440 total_charge=-1 e_tot_ev=-104024.9838 e_above_lowest_ev=0.000
C 1.736 -1.132 0.051
C 1.861 -0.542 -1.216
C 0.602 -1.862 0.411
C -0.328 -1.425 -1.790
C 0.857 -0.796 -2.159
C -0.373 -1.962 -0.533
C 0.762 1.681 1.102
C -0.485 0.995 1.687
C -1.739 1.606 1.195
N -1.667 0.438 -1.148
O 0.642 2.124 -0.057
O 1.676 1.892 1.868
S -1.399 1.809 -0.716
Br -2.052 -2.843 -0.046
I 1.042 -0.114 -4.121
H 2.245 -0.820 1.004
H 2.574 0.260 -1.520
H 0.512 -2.064 1.491
H -1.076 -1.489 -2.534
H -0.414 0.002 1.346
H -0.371 0.925 2.786
H -2.076 2.421 1.720
H -2.526 0.898 1.179

Entry 2:
23
Properties=species:S:1:pos:R:3 method="wB97M-V/def2-TZVPD" homo_lumo_gap_ha=0.2084 total_charge=-1 e_tot_ev=-51039.2238
C -1.414 0.686 -1.552
C -2.527 1.575 -2.106
F -1.823 2.754 -2.673
N -3.392 1.898 -1.094
N -4.784 2.029 -1.633
C -5.392 1.028 -1.848
S -5.953 -0.340 -2.462
H -1.870 -0.084 -0.936
H -0.757 1.267 -0.900
H -0.848 0.236 -2.369
H -3.007 1.070 -2.953
Cl 1.027 1.112 0.258
C 1.954 -0.090 1.079
C 1.346 -1.167 1.710
Cl -0.367 -1.364 1.698
C 2.122 -2.113 2.366
C 3.500 -1.989 2.394
C 4.110 -0.915 1.760
C 3.338 0.030 1.107
H 1.643 -2.948 2.857
H 4.097 -2.729 2.909
H 5.187 -0.814 1.775
H 3.810 0.868 0.613

Entry 3:
22
Properties=species:S:1:pos:R:3 method="wB97M-V/def2-TZVPD" homo_lumo_gap_ha=0.3387 smiles="Cc1c(CC(=O)Cl)csc1C(=O)CCl" e_tot_ev=-49437.2893 e_above_lowest_ev=0.000
O 2.332 0.805 -2.837
O -3.637 -0.513 1.209
Cl -1.987 -1.735 2.793
Cl 2.575 -1.989 -3.712
S -0.193 2.117 -1.770
C 1.801 0.104 -2.027
C -2.564 -0.418 1.808
C -1.234 2.140 -0.353
C 0.683 0.682 -1.184
C 0.207 0.257 0.055
C -0.950 1.076 0.515
C 0.801 -0.829 0.932
C 2.176 -1.402 -2.036
C -1.735 0.898 1.814
H -2.014 2.895 -0.264
H 1.053 -0.422 1.941
H 0.083 -1.682 1.027
H 1.746 -1.152 0.508
H 1.344 -1.994 -1.681
H 3.015 -1.456 -1.361
H -1.055 0.888 2.675
H -2.449 1.730 1.947

Entry 4:
22
Properties=species:S:1:pos:R:3 method="wB97M-V/def2-TZVPD" homo_lumo_gap_ha=0.2977 e_tot_ev=-61595.7878 e_above_lowest_ev=1.254
C 2.289 -1.352 1.228
C 2.184 -1.188 -0.159
C 1.532 -0.615 2.102
C 1.277 -0.407 -0.692
C 0.499 0.214 1.507
C 0.298 0.306 0.164
C -0.932 1.358 -1.853
C -0.940 0.868 -0.407
C -2.085 -0.794 -0.192
O -1.715 1.533 0.520
Cl -3.662 -0.447 -0.839
Cl -1.242 -1.877 -1.370
Cl -2.084 -1.289 1.394
Cl -1.155 3.185 0.998
H 3.000 -2.173 1.476
H 2.905 -1.578 -0.861
H 1.569 -0.546 3.161
H 1.336 -0.088 -1.759
H -0.153 0.727 2.277
H -1.953 1.739 -2.207
H -0.865 0.495 -2.573
H -0.102 1.928 -1.913